[1]
{"formula": "C29H42Cl16N2S", "method": "the ωB97M-V functional and the def2-TZVPD basis", "homo_ev": -8.0602, "molar_mass_g_mol": 1017.98, "symbols": ["C", "C", "C", "C", "C", "C", "C", "C", "C", "C", "C", "C", "C", "C", "C", "C", "C", "C", "C", "N", "S", "N", "C", "C", "H", "H", "H", "H", "H", "H", "H", "H", "H", "H", "H", "H", "H", "H", "H", "H", "H", "H", "H", "H", "H", "H", "H", "H", "H", "H", "C", "Cl", "Cl", "H", "H", "C", "Cl", "Cl", "H", "H", "C", "Cl", "Cl", "H", "H", "C", "Cl", "Cl", "H", "H", "C", "Cl", "Cl", "H", "H", "C", "Cl", "Cl", "H", "H", "C", "Cl", "Cl", "H", "H", "C", "Cl", "Cl", "H", "H"], "xyz": [[-2.24462, 0.30250, -5.40824], [-0.74943, 0.86784, -5.56428], [0.07432, 0.95335, -4.17684], [-0.56887, 0.11946, -2.95445], [0.57169, -0.07950, -1.81874], [0.03180, 0.27698, -0.31269], [-0.71487, -1.03992, 0.24146], [-0.42065, -1.37436, 1.79240], [0.32578, -0.41519, 2.80553], [0.62382, -0.80711, 4.30957], [1.41482, 0.12075, 5.34481], [0.49106, 0.89298, 6.39831], [-1.02219, 1.24220, 6.21649], [-1.80829, 2.06472, 7.35102], [-1.13026, 2.57444, 8.67125], [0.40068, 2.18979, 8.86127], [1.18118, 1.37465, 7.75058], [2.74056, 1.06930, 8.09945], [0.07139, -2.23429, 4.74822], [0.25600, -2.67282, 6.12153], [-0.48526, -4.23852, 6.04160], [-1.05192, -4.47529, 4.42709], [-0.67938, -3.22896, 3.77648], [-0.90533, -2.80198, 2.27990], [-2.85340, 0.71374, -6.31170], [-2.79651, 0.66169, -4.47026], [-2.27411, -0.85248, -5.53947], [-0.20652, 0.22758, -6.34614], [-0.80251, 1.94740, -5.98658], [1.11774, 0.48655, -4.38832], [0.25918, 2.07063, -3.94113], [-0.87235, -0.92935, -3.30831], [-1.44398, 0.67641, -2.42764], [1.44096, 0.64517, -2.08263], [1.01270, -1.13323, -1.87298], [-0.64754, 1.21469, -0.35720], [0.98200, 0.45441, 0.31163], [-1.85750, -1.05731, 0.02685], [-0.29286, -1.94517, -0.35567], [0.67706, 0.62704, 2.44295], [2.25650, -0.50163, 5.84808], [1.97528, 0.91716, 4.70932], [-1.55833, 0.91634, 5.27485], [-2.90904, 2.27436, 7.16427], [-1.65229, 3.18668, 9.47926], [0.91787, 2.55301, 9.81811], [2.84054, 1.12496, 9.24701], [3.46187, 1.77171, 7.54240], [2.94230, -0.03271, 7.79069], [-1.41835, -3.50401, 1.51747], [4.68371, -0.69246, -4.36830], [4.17331, 0.67547, -5.36326], [3.32476, -1.76549, -4.00544], [5.44581, -1.25575, -4.90600], [5.09550, -0.31484, -3.43254], [-4.05018, 2.18724, 3.72242], [-3.13620, 1.91450, 5.21449], [-4.15375, 0.70858, 2.75714], [-5.05795, 2.51494, 3.97725], [-3.54913, 2.95771, 3.13692], [-1.03023, -3.42455, -7.67034], [0.50358, -2.55706, -7.50446], [-2.33193, -2.73293, -6.68204], [-1.33752, -3.38377, -8.71482], [-0.87733, -4.46014, -7.36941], [-0.41832, -5.43436, -3.89724], [-1.13084, -6.21317, -5.31553], [0.61864, -4.08007, -4.36207], [-1.21891, -5.06389, -3.25771], [0.17830, -6.16683, -3.35448], [0.82821, 4.75616, -2.66427], [-0.38167, 4.65172, -3.94938], [1.21640, 3.15693, -2.01716], [1.73569, 5.20416, -3.06828], [0.43656, 5.37790, -1.85982], [6.93409, 3.34736, -5.07874], [7.28144, 1.71989, -4.48110], [5.19323, 3.62257, -5.22838], [7.34788, 4.07461, -4.38107], [7.39691, 3.47056, -6.05732], [-3.31728, 2.63252, 12.25821], [-3.78612, 1.85761, 10.74012], [-2.28478, 4.03845, 11.96837], [-4.21579, 2.95596, 12.78265], [-2.77245, 1.91334, 12.86890], [-2.51425, -3.84560, -11.94517], [-1.21905, -2.74042, -11.47066], [-2.39626, -5.37919, -11.07390], [-3.47457, -3.38313, -11.71945], [-2.44025, -4.03922, -13.01475]], "forces_ev_per_a": [[-0.36, 0.15, -1.24], [-0.44, 0.48, 0.24], [0.31, -0.53, -0.79], [0.97, 0.26, 0.59], [-0.02, 1.20, -0.02], [0.58, -1.15, -1.00], [0.36, -0.42, 0.42], [-0.60, -2.98, 2.89], [-0.23, -2.21, 2.65], [-2.02, -1.37, -3.64], [-0.28, 0.24, -0.94], [-1.65, 1.93, 3.41], [4.01, 0.23, 3.89], [3.74, -0.55, 1.55], [2.87, -2.75, -3.43], [-2.23, -0.87, -3.46], [-2.25, 1.17, 0.49], [-1.50, -0.74, -0.27], [0.52, 0.89, 0.62], [-2.38, -1.97, -5.52], [0.20, 1.50, -1.68], [2.43, 5.07, 0.70], [0.49, 0.45, 0.29], [1.64, 3.25, 0.95], [0.91, -0.73, 1.48], [0.99, -0.62, -1.25], [0.09, 2.54, 0.85], [-0.72, 0.90, 1.20], [0.05, -1.80, 0.57], [-1.64, 0.80, 0.50], [-0.53, -2.29, -0.22], [0.08, 1.69, 0.40], [1.27, -1.03, -1.25], [-1.39, -1.32, 0.53], [-0.63, 1.42, 0.27], [1.23, -1.59, 0.25], [-1.62, -0.06, -0.78], [1.94, 0.28, 0.57], [-0.68, 1.51, 1.09], [-0.67, -2.02, 0.70], [-1.74, 0.99, -0.65], [-0.98, -1.27, 1.02], [2.14, -0.19, 1.96], [2.04, -0.20, 1.22], [0.70, -1.09, -1.55], [-0.67, -0.76, -1.70], [0.08, 0.11, -1.94], [-1.13, -1.08, 0.97], [-0.10, 1.93, 0.54], [0.96, 1.29, 1.58], [0.19, 0.00, 0.01], [-0.15, -0.43, 0.00], [0.06, -0.09, 0.06], [-0.22, 0.07, 0.01], [-0.19, 0.00, -0.15], [-0.37, 0.23, 0.07], [-3.91, 1.48, -3.21], [-0.02, -0.01, -0.12], [0.13, -0.16, -0.09], [0.02, -0.21, 0.11], [-0.05, -0.34, -0.30], [-0.13, 0.05, -0.05], [0.17, -0.61, -0.38], [0.07, 0.11, 0.21], [0.00, 0.26, 0.09], [0.04, 0.02, 0.34], [-0.07, -0.14, 0.07], [-0.05, -0.04, 0.12], [0.09, 0.00, -0.23], [-0.05, 0.11, -0.21], [0.17, 0.24, 0.15], [-0.03, 0.16, -0.02], [0.20, 0.50, 0.38], [-0.16, -0.18, -0.01], [-0.02, -0.19, -0.15], [0.06, 0.23, -0.10], [0.28, 0.03, 0.07], [0.21, 0.52, -0.01], [-0.15, -0.20, -0.04], [-0.15, -0.14, 0.14], [-0.15, -0.17, 0.21], [-0.13, -0.08, 0.16], [0.02, 0.07, 0.15], [0.15, 0.03, -0.19], [0.00, 0.13, -0.21], [-0.20, 0.07, -0.20], [-0.03, 0.07, -0.06], [-0.08, -0.03, -0.02], [0.21, -0.08, 0.08], [0.10, -0.01, 0.22]], "lowdin_charge": [-0.171, -0.240, -0.237, -0.200, -0.247, -0.212, -0.182, -0.135, 0.032, -0.101, -0.151, -0.109, -0.125, -0.153, -0.079, -0.032, -0.154, -0.104, -0.254, -0.236, 0.883, -0.266, -0.286, 0.023, 0.079, 0.072, -0.043, 0.078, 0.096, 0.082, 0.001, 0.108, 0.115, 0.049, 0.088, 0.109, 0.096, 0.126, 0.113, 0.097, 0.112, 0.127, -0.021, -0.009, 0.005, 0.085, 0.075, 0.084, 0.071, 0.107, -1.026, 0.476, 0.507, 0.029, 0.019, -0.937, 0.711, 0.505, 0.029, 0.032, -1.006, 0.503, 0.566, -0.036, -0.028, -0.999, 0.529, 0.494, 0.031, 0.029, -0.979, 0.535, 0.603, 0.029, 0.028, -1.003, 0.508, 0.475, 0.027, 0.030, -1.007, 0.529, 0.516, 0.026, 0.029, -1.020, 0.522, 0.505, 0.029, 0.027]}

---

[2]
{"formula": "C4H12NS2", "method": "the ωB97M-V functional and the def2-TZVPD basis", "total_charge": 1, "relative_energy_ev": 1.630, "homo_ev": -13.1456, "molar_mass_g_mol": 138.28, "symbols": ["C", "C", "C", "C", "N", "S", "S", "H", "H", "H", "H", "H", "H", "H", "H", "H", "H", "H", "H"], "xyz": [[1.37931, -1.51386, -0.69963], [1.55462, 0.91081, -0.89416], [-2.98408, 0.51198, 0.53394], [-0.24333, -0.08717, 0.45996], [0.63799, -0.23701, -0.71776], [1.22758, 0.28473, 2.07161], [-1.35869, 1.28390, 0.29844], [2.11266, -1.52651, -1.50281], [1.89891, -1.61603, 0.25147], [0.69655, -2.35175, -0.82754], [2.33630, 0.86704, -0.13936], [2.00532, 0.87811, -1.88306], [1.00714, 1.84383, -0.77537], [-2.90783, -0.33537, 1.20329], [-3.38394, 0.22128, -0.43200], [-3.62241, 1.27064, 0.97860], [-0.70991, -1.01976, 0.75288], [0.01771, -0.23856, -1.53803], [0.33610, 0.85369, 2.85952]], "forces_ev_per_a": [[0.45, -0.76, 0.02], [0.60, 0.75, -0.13], [0.12, 0.04, -0.30], [1.41, 1.22, 2.69], [-0.17, -0.18, -0.53], [-1.45, -0.91, -2.07], [0.16, -0.08, 0.13], [-0.08, 0.10, -0.04], [-0.06, 0.10, -0.02], [-0.09, 0.11, 0.04], [-0.12, -0.06, -0.11], [-0.14, -0.16, -0.07], [-0.03, -0.09, -0.03], [-0.04, -0.09, 0.13], [-0.11, -0.11, 0.05], [0.03, 0.00, 0.04], [0.04, -0.09, -0.19], [0.03, 0.00, 0.16], [-0.54, 0.22, 0.22]], "lowdin_charge": [-0.004, -0.056, -0.343, -0.660, -0.291, 0.670, 0.882, 0.116, 0.086, 0.117, 0.064, 0.117, 0.084, 0.046, 0.042, 0.047, 0.085, 0.181, -0.183]}

---

[3]
{"formula": "C4H5N3", "method": "the ωB97M-V functional and the def2-TZVPD basis", "relative_energy_ev": 3.389, "homo_ev": -8.8215, "molar_mass_g_mol": 95.10, "symbols": ["N", "C", "C", "N", "C", "N", "C", "H", "H", "H", "H", "H"], "xyz": [[1.79734, -1.15862, -0.81710], [1.16959, -0.52928, 0.15037], [-0.21158, -0.05156, -0.30737], [-1.23470, -0.70867, 0.50086], [-1.69834, 0.25285, 1.25232], [-1.17262, 1.55043, 1.05930], [-0.27548, 1.37523, 0.13890], [1.40579, -1.45405, -1.68953], [2.77453, -1.45912, -0.69888], [-0.45707, -0.12729, -1.38633], [-2.42505, 0.11481, 2.02985], [0.32759, 2.19527, -0.23239]], "forces_ev_per_a": [[0.98, 0.03, 0.97], [0.17, -0.22, -0.68], [0.01, 0.03, 0.03], [-0.43, 1.29, 1.01], [0.83, -1.05, -0.99], [0.87, -0.23, -0.73], [-1.00, 0.41, 0.61], [-0.52, 0.09, -0.73], [-0.84, 0.16, 0.22], [0.21, -0.23, 0.21], [-0.32, -0.20, 0.08], [0.04, -0.08, 0.01]], "lowdin_charge": [0.056, -0.060, -0.415, 0.087, -0.192, 0.088, -0.120, 0.091, 0.107, 0.144, 0.100, 0.114]}

---

[4]
{"formula": "C30H55F5N4O6", "method": "the ωB97M-V functional and the def2-TZVPD basis", "homo_ev": -9.0998, "molar_mass_g_mol": 662.78, "symbols": ["C", "C", "C", "C", "O", "O", "C", "C", "C", "C", "C", "C", "C", "C", "C", "C", "C", "C", "C", "F", "F", "C", "F", "F", "F", "H", "H", "H", "H", "H", "H", "H", "H", "H", "H", "H", "H", "H", "H", "H", "H", "H", "H", "H", "H", "H", "H", "H", "H", "H", "H", "H", "C", "C", "O", "N", "C", "H", "H", "H", "H", "H", "H", "H", "C", "C", "O", "N", "C", "H", "H", "H", "H", "H", "H", "H", "C", "C", "O", "N", "C", "H", "H", "H", "H", "H", "H", "H", "C", "C", "O", "N", "C", "H", "H", "H", "H", "H", "H", "H"], "xyz": [[-3.99383, 2.45279, 6.92184], [-4.20897, 1.34798, 6.51665], [-4.47449, -0.02804, 6.10873], [-3.86802, -0.43587, 4.78804], [-3.39856, -1.51524, 4.56845], [-3.91868, 0.50198, 3.81777], [-2.71877, 0.63094, 3.04038], [-2.91909, 0.21714, 1.59245], [-3.28041, -1.26207, 1.47970], [-3.56963, -1.67187, 0.03424], [-2.27760, -1.92351, -0.76154], [-1.90329, -3.41709, -0.84080], [-2.24285, -4.03207, -2.19902], [-1.90769, -5.52294, -2.28357], [-0.40953, -5.80078, -2.46596], [0.08249, -5.49093, -3.88185], [1.59395, -5.27214, -4.00263], [2.14219, -4.22183, -3.02645], [-2.16537, 2.03960, 3.24303], [-1.13545, 2.22413, 2.38459], [-1.65913, 2.14238, 4.49342], [-3.17936, 3.22855, 3.03922], [-4.35423, 2.80383, 2.55371], [-3.40320, 3.87714, 4.18438], [-2.67367, 4.11150, 2.15951], [-3.76006, 3.44408, 7.22760], [-5.55811, -0.17053, 6.03430], [-4.10166, -0.73225, 6.85168], [-1.96308, -0.04157, 3.46019], [-3.68093, 0.83922, 1.11442], [-1.97893, 0.40192, 1.06842], [-2.42196, -1.85100, 1.82091], [-4.13838, -1.47573, 2.11766], [-4.15275, -2.59724, 0.03382], [-4.17764, -0.91320, -0.46703], [-2.38677, -1.54773, -1.78256], [-1.43947, -1.38285, -0.31549], [-0.83047, -3.54072, -0.67477], [-2.44620, -3.97199, -0.06731], [-1.69659, -3.47803, -2.96909], [-3.30806, -3.89037, -2.41068], [-2.24093, -6.00401, -1.35914], [-2.42877, -5.97614, -3.13211], [-0.24346, -6.86766, -2.28338], [0.16527, -5.25600, -1.71466], [-0.42918, -4.61190, -4.28511], [-0.20062, -6.33775, -4.51640], [1.79753, -4.90534, -5.01243], [2.11160, -6.22706, -3.86459], [1.36742, -3.47046, -2.84680], [2.41352, -4.68369, -2.07632], [3.01578, -3.73001, -3.44705], [0.01018, -4.87036, 2.41224], [-0.79581, -3.78037, 3.08593], [-0.44246, -2.61152, 3.04955], [-1.93558, -4.14728, 3.72602], [-2.50021, -5.47279, 3.85461], [0.87605, -4.40643, 1.95019], [0.34735, -5.61477, 3.13462], [-0.57655, -5.37404, 1.64250], [-2.43177, -3.37530, 4.14520], [-3.49564, -5.51573, 3.40794], [-2.58697, -5.75792, 4.90486], [-1.87140, -6.20275, 3.35493], [6.35640, -4.46805, -6.52797], [4.95748, -4.72423, -6.01283], [4.38644, -3.93095, -5.28422], [4.35319, -5.88213, -6.39115], [4.87545, -6.92827, -7.24415], [6.68583, -3.51198, -6.13385], [7.04539, -5.24634, -6.19794], [6.37266, -4.42890, -7.61774], [3.42676, -5.99725, -6.00923], [4.24365, -7.06461, -8.12367], [4.92405, -7.87831, -6.70889], [5.87575, -6.67490, -7.57959], [1.96066, 7.39529, 0.69769], [1.33915, 6.80416, -0.54466], [1.88249, 6.88362, -1.63573], [0.13815, 6.17967, -0.41296], [-0.64809, 5.99431, 0.79104], [2.90854, 7.84525, 0.43227], [1.31879, 8.16344, 1.13112], [2.14478, 6.63225, 1.45476], [-0.22209, 5.81002, -1.27837], [-0.79532, 4.93447, 0.99169], [-1.62675, 6.46687, 0.68671], [-0.13904, 6.44001, 1.63933], [4.01798, 11.84152, 2.25959], [3.93666, 10.61057, 1.38449], [4.00661, 9.48496, 1.84820], [3.77762, 10.80195, 0.04749], [3.67284, 12.05336, -0.67283], [4.14206, 11.51205, 3.28631], [4.86753, 12.46565, 1.98044], [3.10867, 12.43885, 2.18383], [3.72920, 9.94642, -0.48507], [2.72023, 12.11802, -1.20121], [4.47583, 12.14761, -1.40576], [3.73933, 12.88928, 0.01592]], "forces_ev_per_a": [[0.08, 0.00, -0.14], [0.03, -0.05, 0.11], [-0.31, 0.07, 0.00], [0.08, -0.12, -0.53], [0.13, -0.35, 0.55], [0.19, 0.74, 0.61], [0.24, -0.62, -0.45], [-0.06, 0.12, -0.07], [0.04, 0.00, -0.31], [0.18, 0.03, -0.11], [0.02, -0.24, -0.10], [0.00, 0.11, -0.28], [-0.09, -0.09, 0.07], [0.37, 0.19, -0.07], [-0.18, -0.21, -0.08], [0.12, -0.15, 0.08], [-0.12, 0.28, 0.04], [-0.22, -0.23, -0.13], [-0.19, 0.03, 0.02], [0.01, -0.03, 0.02], [-0.06, 0.02, 0.02], [0.01, 0.18, -0.07], [0.27, 0.14, 0.08], [-0.03, -0.16, -0.28], [-0.25, -0.17, 0.24], [-0.05, -0.01, 0.04], [0.03, -0.07, -0.02], [-0.05, 0.00, -0.01], [0.03, 0.08, 0.01], [-0.05, -0.02, 0.06], [-0.03, 0.02, 0.00], [-0.22, 0.01, 0.27], [0.04, -0.05, 0.01], [-0.09, 0.07, -0.04], [-0.06, 0.01, 0.10], [0.05, 0.05, 0.03], [-0.11, 0.15, 0.02], [-0.04, -0.06, 0.17], [0.19, 0.00, 0.12], [-0.07, -0.02, -0.04], [0.01, 0.07, 0.04], [-0.17, -0.10, -0.11], [-0.14, -0.05, 0.13], [0.13, 0.06, 0.13], [0.00, 0.03, -0.03], [0.01, 0.03, 0.08], [-0.09, 0.13, -0.11], [0.05, -0.19, -0.05], [0.08, 0.04, -0.06], [0.11, 0.07, 0.10], [-0.03, 0.16, 0.08], [0.01, -0.05, 0.08], [0.02, 0.06, 0.00], [-0.06, -0.15, -0.03], [0.01, 0.09, -0.03], [0.10, 0.04, -0.05], [-0.02, 0.10, 0.02], [0.00, 0.02, 0.00], [-0.02, -0.03, -0.01], [-0.01, -0.02, 0.01], [-0.07, 0.11, 0.02], [0.01, -0.02, -0.03], [0.02, -0.03, -0.01], [0.00, -0.02, 0.00], [-0.02, 0.04, 0.03], [0.06, -0.01, -0.01], [0.08, 0.02, -0.10], [-0.01, -0.01, -0.01], [-0.10, 0.01, 0.06], [-0.02, 0.00, 0.01], [0.01, -0.01, -0.03], [0.02, -0.03, 0.00], [0.01, 0.00, 0.02], [0.03, 0.01, -0.03], [0.04, 0.00, -0.01], [0.01, -0.01, -0.01], [-0.04, -0.07, -0.10], [0.01, 0.02, 0.03], [-0.01, 0.04, -0.02], [0.00, 0.04, 0.03], [0.07, -0.02, -0.23], [0.02, -0.01, 0.02], [0.01, -0.01, 0.05], [-0.04, 0.01, 0.03], [0.01, -0.01, 0.00], [0.03, 0.01, 0.06], [-0.01, 0.00, 0.07], [-0.01, -0.01, 0.02], [0.00, -0.04, 0.03], [-0.02, 0.01, -0.07], [0.07, 0.07, 0.09], [0.00, 0.00, 0.00], [-0.01, -0.11, -0.03], [0.00, -0.02, -0.01], [-0.02, 0.03, -0.01], [0.02, 0.03, -0.02], [0.00, 0.00, -0.01], [-0.01, 0.03, 0.02], [0.02, 0.03, 0.02], [0.00, 0.02, -0.01]], "lowdin_charge": [0.125, -0.121, -0.079, -0.449, 0.129, 0.050, -0.192, -0.109, -0.186, -0.195, -0.192, -0.212, -0.218, -0.210, -0.220, -0.225, -0.270, -0.102, -0.365, 0.128, 0.133, -0.502, 0.168, 0.164, 0.144, 0.038, 0.141, 0.134, 0.167, 0.128, 0.128, 0.097, 0.111, 0.107, 0.107, 0.106, 0.106, 0.102, 0.107, 0.103, 0.115, 0.105, 0.109, 0.112, 0.087, 0.104, 0.109, 0.086, 0.105, 0.074, 0.070, 0.045, -0.009, -0.551, 0.023, 0.023, -0.075, 0.082, 0.083, 0.073, 0.099, 0.083, 0.083, 0.069, -0.010, -0.534, 0.035, 0.014, -0.078, 0.082, 0.083, 0.083, 0.114, 0.083, 0.083, 0.069, -0.017, -0.551, 0.021, 0.007, -0.079, 0.052, 0.088, 0.090, 0.137, 0.065, 0.084, 0.074, -0.012, -0.546, 0.028, 0.013, -0.078, 0.081, 0.083, 0.083, 0.136, 0.084, 0.083, 0.069]}